No. 1
C5H8NOS | ωB97M-V/def2-TZVPD

The geometry in XYZ format:
```
16
Properties=species:S:1:pos:R:3:forces:R:3
C 2.333 1.325 1.057 2.73 2.19 0.28
C 1.744 1.140 -0.216 0.22 -0.58 -2.48
C 1.476 0.907 1.986 0.24 -0.33 -1.25
C 0.647 0.459 0.087 -4.24 -2.36 -2.39
C -0.832 -0.730 -0.994 1.78 4.32 4.11
N -1.882 -0.821 0.129 1.00 5.68 1.02
O 0.395 0.324 1.386 -0.34 -0.35 0.00
S -1.302 0.028 -2.454 -0.18 -0.47 -0.90
H 3.342 1.815 1.218 -1.59 -0.72 -0.03
H 2.055 1.339 -1.269 0.05 -0.06 1.41
H 1.536 0.825 3.000 -0.01 -0.06 2.44
H -0.336 -1.605 -0.884 1.69 -2.64 -0.69
H -2.555 -0.033 -0.061 0.11 -1.31 -0.08
H -2.296 -1.683 0.150 -1.74 -2.79 0.13
H -1.568 -0.515 1.125 0.30 -1.04 -1.85
H -1.450 -1.125 -3.178 -0.03 0.54 0.28
```
Forces are in eV/Å.

Computed properties:
Spin multiplicity ... 1
E_LUMO ... -3.807 eV
Relative energy (zero: lowest compared OMol25 entry of this formula, charge and spin) ... 400.1 kJ/mol
Total charge ... +1
Total energy ... -723.10297 Ha

Atom charges from the natural (NBO) analysis, given in e for atoms 1 to 2: number 1, C, carries -0.27; number 2, C, carries -0.36

***

No. 2
C51H42BrN4O4SW | ωB97M-V/def2-TZVPD

The geometry in XYZ format:
```
104
Properties=species:S:1:pos:R:3:forces:R:3
W 0.269 -0.101 -0.710 0.66 0.60 -0.20
O 1.362 -1.132 0.372 -0.64 -0.15 -0.05
C 2.021 -2.334 0.695 0.27 0.07 -0.15
C 2.236 -3.018 -0.658 -0.03 -0.03 0.03
C 0.918 -3.459 -1.227 0.06 0.04 -0.07
C 0.732 -4.814 -1.434 0.03 -0.06 0.00
C -0.486 -5.277 -1.891 0.02 -0.01 0.01
C -1.472 -4.350 -2.136 -0.04 -0.01 -0.06
C -1.229 -2.997 -1.923 -0.09 -0.01 -0.02
C -2.409 -2.084 -2.159 0.03 -0.05 0.05
C -2.159 -0.676 -2.680 0.11 -0.06 -0.22
O -1.157 -0.070 -1.885 -0.27 -0.03 0.53
C -1.627 -0.618 -4.110 0.11 -0.01 0.04
C -1.256 -1.748 -4.827 -0.06 0.02 -0.02
C -0.667 -1.629 -6.081 0.00 0.01 0.00
C -0.438 -0.378 -6.628 -0.01 0.00 0.00
C -0.811 0.760 -5.920 -0.01 -0.01 0.02
C -1.400 0.637 -4.674 0.04 -0.01 -0.02
C -3.455 0.111 -2.493 -0.05 -0.01 -0.04
C -3.766 0.630 -1.237 -0.05 -0.01 -0.01
C -4.966 1.295 -1.031 0.02 -0.01 -0.01
C -5.874 1.433 -2.072 0.00 0.01 0.00
C -5.577 0.901 -3.317 0.01 0.00 -0.01
C -4.371 0.243 -3.528 0.00 0.01 0.01
N -0.048 -2.543 -1.468 -0.08 -0.09 0.04
C 3.318 -1.928 1.390 0.01 0.00 0.02
C 4.575 -2.155 0.853 0.01 0.04 -0.02
C 5.716 -1.715 1.521 -0.01 -0.01 0.00
C 5.602 -1.049 2.729 -0.01 0.01 0.01
C 4.341 -0.817 3.273 0.00 -0.01 -0.02
C 3.209 -1.254 2.607 0.01 -0.01 0.00
C 1.165 -3.198 1.610 -0.04 0.03 0.03
C 1.687 -4.408 2.060 0.02 -0.01 0.01
C 0.927 -5.245 2.859 0.01 -0.01 0.01
C -0.362 -4.878 3.226 -0.02 0.03 -0.02
C -0.878 -3.666 2.794 0.03 -0.03 0.00
C -0.118 -2.826 1.987 0.00 0.00 0.02
H 2.873 -3.895 -0.554 0.01 0.01 0.02
H 2.736 -2.309 -1.323 0.00 0.00 -0.03
H 1.541 -5.497 -1.214 0.00 0.01 0.00
H -0.659 -6.333 -2.048 0.00 0.01 0.00
H -2.444 -4.657 -2.497 0.00 0.01 0.01
H -2.960 -1.999 -1.218 0.07 0.05 0.04
H -3.083 -2.585 -2.854 -0.07 0.01 0.04
H -1.420 -2.739 -4.427 0.00 0.00 0.00
H -0.388 -2.520 -6.628 0.00 0.01 0.01
H 0.020 -0.285 -7.604 0.00 0.00 0.01
H -0.644 1.742 -6.343 0.00 -0.01 0.00
H -1.684 1.527 -4.125 0.00 -0.01 0.00
H -3.064 0.522 -0.417 0.00 -0.01 0.01
H -5.193 1.700 -0.053 0.00 0.00 0.00
H -6.812 1.948 -1.911 0.01 -0.01 0.00
H -6.282 0.999 -4.132 0.01 0.00 0.01
H -4.143 -0.160 -4.507 0.00 0.00 0.01
H 4.691 -2.675 -0.089 0.00 0.00 0.00
H 6.693 -1.909 1.095 -0.01 0.00 0.00
H 6.489 -0.725 3.259 -0.01 0.00 -0.01
H 4.244 -0.306 4.222 0.00 0.00 0.00
H 2.226 -1.077 3.030 0.01 0.00 0.00
H 2.701 -4.689 1.796 -0.02 0.00 0.01
H 1.343 -6.183 3.205 0.00 0.01 -0.01
H -0.954 -5.530 3.854 0.00 0.01 0.00
H -1.875 -3.365 3.089 0.00 0.00 0.00
H -0.522 -1.873 1.671 0.00 0.01 -0.01
O 6.410 1.369 -0.464 0.04 0.01 0.00
C 5.078 1.250 -0.516 -0.05 -0.02 -0.01
C 4.236 1.539 0.554 0.03 0.02 0.03
C 2.887 1.338 0.398 -0.06 0.07 0.04
N 2.335 0.892 -0.742 -0.08 -0.15 0.19
C 3.154 0.656 -1.765 0.01 0.03 -0.09
Br 2.371 0.087 -3.393 0.05 -0.09 0.03
C 4.518 0.816 -1.715 0.07 0.02 -0.02
H 6.693 1.644 0.416 0.00 0.00 0.00
H 4.626 1.884 1.503 -0.01 0.00 -0.01
H 2.188 1.528 1.203 0.02 -0.02 0.00
H 5.143 0.608 -2.571 -0.01 -0.01 0.00
N -0.934 4.013 -2.024 -0.02 0.01 0.01
C 0.398 4.318 -2.156 -0.01 -0.01 0.00
C 1.057 3.151 -1.944 -0.01 -0.06 -0.11
N 0.152 2.137 -1.704 0.04 -0.08 0.22
C -1.036 2.701 -1.747 0.00 0.04 -0.09
H -1.707 4.651 -2.107 0.00 -0.01 0.00
H 0.747 5.307 -2.393 0.00 -0.02 0.01
H 2.118 2.988 -1.984 0.01 0.02 0.02
H -1.976 2.206 -1.582 0.02 0.02 0.01
C -4.059 4.900 5.675 -0.01 -0.09 0.06
C -3.203 5.416 6.800 0.08 0.34 -0.27
O -3.604 6.129 7.674 -0.05 -0.15 0.13
S -1.435 5.069 6.786 0.00 -0.05 0.04
C -1.191 4.100 5.317 -0.03 -0.02 0.03
C -1.237 2.710 5.381 0.02 -0.03 -0.05
C -1.023 1.952 4.242 -0.01 0.02 0.01
C -0.739 2.570 3.020 0.01 -0.04 0.02
C -0.679 3.966 2.969 -0.01 0.00 0.01
C -0.905 4.723 4.106 0.00 0.00 -0.01
C -0.486 1.783 1.849 -0.05 0.08 0.02
C -0.256 1.110 0.861 -0.04 -0.14 -0.18
H -5.100 5.061 5.943 -0.01 0.00 0.00
H -3.873 3.847 5.473 -0.01 -0.01 0.00
H -3.829 5.458 4.764 0.02 -0.02 0.03
H -1.448 2.228 6.327 0.01 0.00 -0.01
H -1.071 0.872 4.289 0.01 0.00 0.00
H -0.447 4.449 2.028 0.00 0.00 0.00
H -0.853 5.803 4.063 0.00 -0.01 0.00
```
Forces are in eV/Å.

Computed properties:
Spin multiplicity ... 1
E_LUMO (alpha / beta) ... -2.427 / -2.426 eV
Relative energy (zero: lowest compared OMol25 entry of this formula, charge and spin) ... 130.7 kJ/mol
Total charge ... +1
Total energy ... -5527.76592 Ha

Atom charges from the Mulliken analysis, given in e for atoms 1 to 2: number 1, W, carries 1.30; number 2, O, carries 0.67

***

Q: What is the formula in the first record?
A: C5H8NOS

***

Q: What is the formula in the second record?
A: C51H42BrN4O4SW